[1]
This record from the OMol25 dataset describes a cluster of 2 separate species, C4H11NO2 in total in a non-equilibrium geometry. The level of theory is ωB97M-V/def2-TZVPD.

The geometry in XYZ format:
```
18
Properties=species:S:1:pos:R:3:lowdin_charge:R:1
C -0.355 -1.301 -0.438 -0.30
N 0.544 -1.307 0.602 0.04
C 1.818 0.894 0.099 -0.07
C 1.112 -0.036 1.077 -0.41
C 0.091 0.729 1.921 -0.06
O -0.361 -0.456 -1.307 0.03
H -0.953 -2.222 -0.445 0.13
H 1.069 -2.152 0.754 0.13
H 1.169 1.673 -0.285 0.07
H 2.610 1.390 0.664 0.08
H 2.240 0.400 -0.777 0.08
H 1.881 -0.380 1.772 0.13
H -0.655 0.107 2.426 0.08
H -0.468 1.452 1.332 0.08
H 0.599 1.164 2.780 0.08
H -1.870 0.426 -1.638 -0.02
H -2.866 1.193 -2.598 0.03
O -2.513 1.156 -1.702 -0.09
```

Results
ΔE to the lowest compared entry with this formula, charge and spin = 0.9805 eV
SMILES = CC(C)NC=O.O
highest occupied orbital energy = -0.3664 Eh
orbital gap = 10.70 eV
LUMO = 0.73 eV

[2]
This record from the OMol25 dataset describes a cluster of 12 separate species, C60H120N12 in total in a non-equilibrium geometry. The level of theory is ωB97M-V/def2-TZVPD.

The geometry in XYZ format:
```
192
Properties=species:S:1:pos:R:3:lowdin_charge:R:1
N 0.838 1.704 -0.642 0.06
C -0.305 1.567 -1.359 -0.14
C -0.140 2.253 -2.549 -0.15
C 1.112 2.824 -2.572 -0.13
C 1.747 2.430 -1.417 -0.13
H 1.039 1.236 0.230 0.09
H -1.192 1.052 -1.021 0.09
H -0.905 2.276 -3.311 0.10
H 1.469 3.385 -3.423 0.11
H 2.746 2.663 -1.079 0.10
N -5.060 3.515 3.952 0.00
C -4.757 2.220 3.855 -0.16
C -3.407 2.101 4.204 -0.13
C -2.913 3.353 4.629 -0.08
C -3.979 4.224 4.362 -0.14
H -5.911 3.970 3.653 0.16
H -5.458 1.482 3.494 0.11
H -2.858 1.175 4.287 0.07
H -1.915 3.537 4.997 0.09
H -4.038 5.300 4.434 0.11
N -1.248 -4.218 4.594 0.03
C -2.241 -4.199 5.582 -0.12
C -2.545 -2.875 5.849 -0.11
C -1.866 -2.108 4.909 -0.14
C -1.198 -2.930 4.077 -0.15
H -0.824 -5.062 4.236 0.14
H -2.631 -5.078 6.073 0.10
H -3.262 -2.638 6.620 0.09
H -1.939 -1.035 4.806 0.09
H -0.625 -2.696 3.192 0.09
N 3.457 -1.297 5.467 0.02
C 2.477 -1.785 4.636 -0.13
C 3.009 -2.889 3.941 -0.10
C 4.398 -2.950 4.244 -0.13
C 4.587 -2.063 5.248 -0.17
H 3.306 -0.674 6.248 0.15
H 1.491 -1.345 4.600 0.09
H 2.576 -3.474 3.143 0.08
H 5.098 -3.671 3.849 0.10
H 5.494 -1.925 5.819 0.10
N -1.003 -0.391 1.177 0.03
C -0.859 0.672 1.977 -0.15
C 0.431 0.721 2.430 -0.11
C 1.039 -0.474 1.979 -0.12
C 0.138 -1.104 1.131 -0.14
H -1.899 -0.552 0.740 0.11
H -1.673 1.361 2.150 0.10
H 0.796 1.552 3.015 0.10
H 2.075 -0.747 2.119 0.07
H 0.236 -1.989 0.519 0.10
N 6.012 2.043 3.568 0.01
C 4.752 1.600 3.217 -0.13
C 4.305 2.328 2.136 -0.15
C 5.206 3.344 1.914 -0.13
C 6.320 3.156 2.771 -0.10
H 6.507 1.682 4.371 0.14
H 4.357 0.775 3.790 0.09
H 3.330 2.192 1.691 0.08
H 5.239 4.094 1.137 0.09
H 7.320 3.564 2.782 0.10
C -3.863 -4.346 0.417 -0.05
C -3.028 -3.016 0.586 -0.22
N -3.727 -1.752 0.236 -0.20
C -4.926 -1.547 1.048 -0.25
C -4.648 -1.668 2.567 -0.06
C -4.126 -1.636 -1.187 -0.26
C -3.023 -1.744 -2.199 -0.08
H -4.662 -4.446 1.151 0.06
H -3.294 -5.265 0.562 0.06
H -4.276 -4.350 -0.591 0.07
H -2.557 -2.853 1.555 0.08
H -2.188 -2.913 -0.101 0.08
H -5.338 -0.565 0.818 0.09
H -5.637 -2.323 0.766 0.11
H -3.677 -1.231 2.802 0.05
H -5.456 -1.270 3.181 0.07
H -4.538 -2.720 2.830 0.06
H -4.535 -0.632 -1.301 0.10
H -4.987 -2.251 -1.451 0.11
H -2.206 -1.129 -1.823 0.06
H -3.195 -1.415 -3.224 0.08
H -2.653 -2.763 -2.311 0.06
C -5.915 5.841 -1.890 -0.09
C -5.301 4.434 -1.682 -0.22
N -6.246 3.640 -0.846 -0.18
C -7.475 3.382 -1.606 -0.28
C -8.540 2.902 -0.630 -0.10
C -5.652 2.340 -0.443 -0.26
C -4.359 2.357 0.396 -0.07
H -6.448 6.291 -1.053 0.08
H -6.750 5.826 -2.591 0.05
H -5.191 6.462 -2.418 0.07
H -5.215 3.929 -2.644 0.11
H -4.371 4.406 -1.114 0.09
H -7.359 2.723 -2.467 0.12
H -7.959 4.260 -2.034 0.10
H -8.639 3.677 0.130 0.08
H -8.469 1.904 -0.196 0.06
H -9.483 3.018 -1.164 0.07
H -6.370 1.733 0.108 0.09
H -5.520 1.687 -1.306 0.10
H -4.467 3.105 1.181 0.07
H -4.182 1.376 0.837 0.05
H -3.515 2.532 -0.271 0.06
C 4.615 -1.313 0.742 -0.08
C 5.864 -0.653 0.189 -0.24
N 5.959 -0.662 -1.301 -0.16
C 7.243 -0.148 -1.820 -0.27
C 8.315 -1.166 -1.555 -0.11
C 4.865 0.211 -1.839 -0.24
C 4.773 -0.030 -3.351 -0.09
H 4.390 -2.199 0.147 0.07
H 3.692 -0.735 0.716 0.04
H 4.601 -1.619 1.788 0.05
H 5.904 0.389 0.506 0.10
H 6.720 -1.030 0.748 0.11
H 7.468 0.157 -2.841 0.11
H 7.519 0.707 -1.203 0.11
H 8.093 -2.123 -2.027 0.08
H 9.278 -0.908 -1.996 0.07
H 8.443 -1.356 -0.490 0.06
H 5.157 1.230 -1.584 0.11
H 3.853 0.057 -1.465 0.09
H 4.556 -1.070 -3.593 0.07
H 5.689 0.212 -3.890 0.06
H 3.982 0.598 -3.762 0.06
C 2.045 -4.532 0.010 -0.09
C 2.031 -5.111 -1.407 -0.23
N 1.264 -6.361 -1.454 -0.18
C -0.166 -6.255 -1.100 -0.28
C -0.874 -5.168 -1.849 -0.09
C 1.870 -7.509 -0.689 -0.23
C 1.191 -8.861 -0.974 -0.10
H 1.028 -4.423 0.386 0.05
H 2.456 -3.522 0.002 0.05
H 2.603 -5.212 0.653 0.07
H 1.551 -4.373 -2.050 0.08
H 3.054 -5.309 -1.727 0.12
H -0.649 -7.200 -1.350 0.10
H -0.336 -6.193 -0.025 0.11
H -0.641 -5.178 -2.913 0.09
H -1.944 -5.252 -1.656 0.06
H -0.579 -4.209 -1.423 0.05
H 1.876 -7.252 0.370 0.10
H 2.891 -7.606 -1.058 0.11
H 1.801 -9.745 -0.788 0.07
H 0.951 -8.903 -2.037 0.08
H 0.286 -8.984 -0.379 0.06
C -1.881 5.935 1.038 -0.07
C -0.707 4.950 1.272 -0.25
N 0.543 5.542 0.878 -0.17
C 0.530 5.756 -0.539 -0.29
C 1.791 6.345 -1.072 -0.11
C 1.629 4.635 1.333 -0.22
C 1.920 4.954 2.829 -0.07
H -2.805 5.617 1.521 0.05
H -2.163 6.089 -0.004 0.05
H -1.646 6.930 1.417 0.07
H -0.642 4.629 2.312 0.10
H -0.825 4.044 0.678 0.10
H 0.424 4.822 -1.090 0.10
H -0.186 6.467 -0.952 0.11
H 2.180 7.144 -0.440 0.08
H 2.578 5.629 -1.310 0.06
H 1.624 6.766 -2.063 0.07
H 2.539 4.897 0.794 0.09
H 1.496 3.569 1.148 0.08
H 2.917 4.562 3.031 0.04
H 1.200 4.506 3.514 0.05
H 2.010 5.972 3.209 0.07
C 1.290 -1.520 -3.022 -0.05
C 0.642 -1.937 -4.365 -0.24
N 0.685 -1.064 -5.522 -0.18
C -0.103 0.181 -5.304 -0.24
C -0.479 0.862 -6.633 -0.09
C 2.013 -0.713 -6.013 -0.25
C 2.718 -1.941 -6.641 -0.08
H 0.696 -2.030 -2.263 0.05
H 1.220 -0.459 -2.784 0.06
H 2.335 -1.817 -2.929 0.06
H 0.847 -2.952 -4.707 0.11
H -0.439 -1.987 -4.234 0.09
H 0.443 0.902 -4.696 0.08
H -1.004 -0.094 -4.755 0.10
H -0.879 0.214 -7.413 0.07
H 0.378 1.389 -7.053 0.06
H -1.333 1.527 -6.508 0.06
H 2.108 0.021 -6.814 0.10
H 2.615 -0.232 -5.242 0.09
H 2.239 -2.379 -7.517 0.07
H 3.691 -1.602 -6.995 0.07
H 2.818 -2.690 -5.855 0.06
```

Results
ΔE to the lowest compared entry with this formula, charge and spin = 0.0000 eV
SMILES = c1cc[nH]c1.c1cc[nH]c1.c1cc[nH]c1.c1cc[nH]c1.c1cc[nH]c1.c1cc[nH]c1.CCN(CC)CC.CCN(CC)CC.CCN(CC)CC.CCN(CC)CC.CCN(CC)CC.CCN(CC)CC
highest occupied orbital energy = -0.2905 Eh
orbital gap = 8.43 eV
LUMO = 0.52 eV

[3]
This record from the OMol25 dataset describes a cluster of 2 separate species, C2HClF4O in total in a non-equilibrium geometry. The level of theory is ωB97M-V/def2-TZVPD.

The geometry in XYZ format:
```
9
Properties=species:S:1:pos:R:3:lowdin_charge:R:1
C -2.762 -0.460 0.003 -0.28
C -3.272 0.503 0.777 -0.31
O -0.315 2.290 -0.640 -0.56
F -2.702 -0.431 -1.307 0.15
F -1.976 -1.412 0.596 0.09
F -3.911 1.527 0.318 0.18
F -3.305 0.384 2.113 0.14
Cl 0.548 0.821 -0.960 0.55
H 0.085 3.022 -1.184 0.05
```

Results
ΔE to the lowest compared entry with this formula, charge and spin = 0.0000 eV
SMILES = FC(F)=C(F)F.OCl
highest occupied orbital energy = -0.3591 Eh
orbital gap = 9.35 eV
LUMO = -0.42 eV